No. 1
Computed, not measured: a molecular structure, C8H12O6Ti at a distorted geometry, with wB97M-V/def2-TZVPD.

total charge	+1
<S²>	3.751
gap between HOMO and LUMO (spin up / spin down)	6.916 / 11.218	eV
DFT total energy	-1612.64848	hartree
multiplicity	4
HOMO level (spin up / spin down)	-10.3 / -14.6	eV

The geometry in XYZ format:
```
27
C8H12O6Ti | the Open Molecules 2025 dataset | wB97M-V/def2-TZVPD
Ti 12.9563 22.2336 20.3067
C 11.9016 24.6812 13.9618
C 12.7949 24.3741 15.1622
C 13.4540 25.6209 15.7905
O 13.2537 25.3812 17.1813
C 12.4208 24.3408 17.3964
O 12.2438 23.8763 18.4825
O 11.9793 23.8721 16.2419
H 11.7856 23.8111 13.3261
H 12.2361 25.5772 13.4384
H 10.9519 25.0218 14.3820
H 13.4518 23.5265 14.9632
H 12.9024 26.4997 15.4614
H 14.4845 25.6949 15.4559
C 12.5090 19.9227 16.4263
C 11.1647 20.1106 17.0933
C 10.4811 18.8033 17.5210
O 10.3007 18.8979 18.9150
C 10.8047 20.0449 19.3810
O 10.8642 20.3304 20.5296
O 11.4056 20.7368 18.3766
H 12.3971 19.0880 15.7315
H 13.2246 19.5903 17.1824
H 12.8928 20.8368 15.9835
H 10.5421 20.7162 16.4320
H 11.1700 17.9986 17.2417
H 9.5282 18.5403 17.0645
```


No. 2
Computed, not measured: 8 unconnected molecules or ions with the total composition C8H13Cl19 at a distorted geometry, with wB97M-V/def2-TZVPD.

total charge	0
SMILES string	ClC(Cl)Cl.ClC(Cl)Cl.ClC(Cl)Cl.ClCCl.ClCCl.ClCCl.ClCCl.ClCCl
gap between HOMO and LUMO	10.966	eV
DFT total energy	-9056.20652	hartree
HOMO level	-11.0	eV

The geometry in XYZ format:
```
40
C8H13Cl19 | the Open Molecules 2025 dataset | wB97M-V/def2-TZVPD
C 23.4420 -19.8589 -16.0095
Cl 22.1521 -18.6015 -15.8540
Cl 23.4205 -20.9973 -14.6107
Cl 25.0635 -19.1782 -16.2306
H 23.2765 -20.4367 -16.9188
C 22.4884 -23.1919 -9.6927
Cl 24.2680 -23.2060 -9.8957
Cl 22.0491 -21.9381 -8.4645
Cl 21.7598 -24.7660 -9.1623
H 22.0770 -22.8954 -10.6575
C 17.2918 -22.8474 -14.4083
Cl 18.2620 -22.0584 -15.6794
Cl 18.4646 -23.4685 -13.2467
Cl 16.3625 -24.1949 -15.1811
H 16.5879 -22.1899 -13.8982
C 17.0199 -22.5649 -8.3477
Cl 15.8164 -22.0420 -9.5292
Cl 17.0314 -21.4723 -6.9420
H 16.8811 -23.6041 -8.0496
H 17.9901 -22.5713 -8.8444
C 25.7462 -25.6951 -13.6514
Cl 23.9564 -25.7280 -13.6736
Cl 26.2574 -25.5877 -15.3771
H 26.0911 -24.7577 -13.2152
H 26.0905 -26.6199 -13.1887
C 22.1600 -29.5386 -11.3487
Cl 23.4103 -30.0168 -12.4540
Cl 21.8535 -30.8235 -10.1537
H 22.4402 -28.6738 -10.7473
H 21.2186 -29.3775 -11.8740
C 20.4670 -24.1705 -4.2582
Cl 20.5545 -23.9571 -2.4710
Cl 19.1780 -25.2768 -4.7483
H 20.2816 -23.1788 -4.6708
H 21.4185 -24.5090 -4.6684
C 27.4116 -26.3007 -8.1350
Cl 26.4512 -27.6126 -8.8593
Cl 28.3502 -25.5558 -9.4681
H 26.8531 -25.5933 -7.5219
H 28.1373 -26.7405 -7.4510
```


No. 3
Computed, not measured: a molecular structure, C8H13Cl2N at a distorted geometry, with wB97M-V/def2-TZVPD.

total charge	0
gap between HOMO and LUMO	9.649	eV
DFT total energy	-1287.62158	hartree
HOMO level	-9.0	eV

The geometry in XYZ format:
```
24
C8H13Cl2N | the Open Molecules 2025 dataset | wB97M-V/def2-TZVPD
C 2.9325 -0.2330 0.7763
C 1.9312 0.2735 0.0971
C -1.7062 0.3638 -1.0873
C -1.0840 -1.0271 -0.9398
C -0.6152 1.2243 -0.2651
C -0.5449 -1.0463 0.5174
C -1.1699 2.4430 0.4086
C 0.4276 -2.1576 0.7301
N 0.0526 0.3357 0.6531
Cl 4.5518 -0.1565 0.1689
Cl 2.1206 1.0228 -1.3964
H 2.9109 -0.8235 1.6969
H -1.8698 0.8185 -2.2081
H -2.5518 0.4568 -0.4111
H -1.7889 -1.8729 -1.0959
H -0.1713 -0.9658 -1.5749
H 0.0833 1.5742 -1.0002
H -1.4085 -1.1128 1.1583
H -1.9473 2.0216 1.0931
H -1.7661 2.9886 -0.3592
H -0.2632 3.0177 0.7490
H 1.1358 -1.8236 1.6004
H 0.9207 -2.3232 -0.2092
H -0.1799 -2.9982 0.8980
```


No. 4
Computed, not measured: 4 unconnected molecules or ions with the total composition C8H13Cl2N3 at a distorted geometry, with wB97M-V/def2-TZVPD.

total charge	+1
<S²>	0.754
gap between HOMO and LUMO (spin up / spin down)	10.170 / 2.790	eV
DFT total energy	-1396.84167	hartree
multiplicity	2
HOMO level (spin up / spin down)	-13.8 / -13.7	eV

The geometry in XYZ format:
```
26
C8H13Cl2N3 | the Open Molecules 2025 dataset | wB97M-V/def2-TZVPD
C -0.7018 2.3123 1.5078
C 0.5484 2.4229 0.8152
N 1.5221 2.5788 0.2488
H -1.0945 3.3240 1.6086
H -0.5117 1.8859 2.4927
H -1.4014 1.6457 1.0034
C 3.2067 0.9065 -2.6858
C 4.1744 2.0232 -2.9170
N 4.9137 2.8784 -2.9953
H 2.6492 0.7703 -3.6125
H 2.5874 1.2173 -1.8443
H 3.8485 0.0863 -2.3643
C -2.9534 -1.8542 2.6759
C -1.5914 -1.3691 2.6110
N -0.4953 -1.0286 2.5717
H -3.6783 -1.0460 2.5788
H -3.1103 -2.4932 3.5449
H -3.2489 -2.5117 1.8583
Cl -0.1713 -0.1669 -2.3958
C -0.0534 -0.8677 -0.7630
C -0.8874 -2.1963 -0.8319
Cl -2.5844 -1.8624 -1.2074
H -0.4916 -0.2019 -0.0195
H 0.9765 -1.0252 -0.4425
H -0.9331 -2.5812 0.1869
H -0.5186 -2.8471 -1.6247
```


No. 5
Computed, not measured: 2 unconnected molecules or ions with the total composition C8H13Cl4N4O, with wB97M-V/def2-TZVPD.

total charge	+1
gap between HOMO and LUMO	7.965	eV
DFT total energy	-2447.39004	hartree
HOMO level	-12.7	eV

The geometry in XYZ format:
```
30
C8H13Cl4N4O | the Open Molecules 2025 dataset | wB97M-V/def2-TZVPD
N -2.3858 -2.0731 -2.0857
C -1.7056 -0.7884 -1.9515
C -0.2095 -0.8963 -2.2619
O 0.0399 -1.7170 -3.3793
C 0.6179 -1.5775 -1.1576
C 0.4490 -0.8983 0.1575
C -0.3752 -1.3757 1.1809
C -0.4849 -0.6258 2.3382
N -1.2742 -0.9858 3.4606
C 0.2439 0.5766 2.4280
N 1.0143 1.0009 1.4669
N 1.0769 0.2505 0.3857
H -3.3772 -1.9480 -1.9377
H -2.0444 -2.7505 -1.4179
H -2.1288 -0.1153 -2.6941
H -1.8742 -0.3111 -0.9798
H 0.1933 0.1020 -2.4530
H -0.4246 -1.3681 -4.1462
H 1.6621 -1.5794 -1.4541
H 0.2758 -2.6013 -1.0594
H -0.9046 -2.3051 1.0527
H -1.2572 -1.9922 3.5892
H -2.2466 -0.7558 3.2720
H 0.1839 1.1786 3.3185
H 1.6826 0.6218 -0.3380
C 2.6497 4.5958 0.9389
Cl 3.0103 3.3081 -0.2402
Cl 4.0571 5.6318 1.0965
Cl 1.2703 5.5302 0.3678
Cl 2.2656 3.8684 2.5029
```


No. 6
Computed, not measured: a gas-phase ion, C8H13ClN2O (charge +2) at a distorted geometry, with wB97M-V/def2-TZVPD.

total charge	+2
gap between HOMO and LUMO (spin up / spin down)	8.685 / 8.685	eV
DFT total energy	-956.70233	hartree
HOMO level (spin up / spin down)	-18.8 / -18.8	eV

The geometry in XYZ format:
```
25
C8H13ClN2O | the Open Molecules 2025 dataset | wB97M-V/def2-TZVPD
C -0.3836 2.3241 0.1706
C 0.3700 -0.3428 0.1430
C 1.0550 -1.6573 0.3232
C -0.0060 -2.6436 -0.3297
C -1.3749 -2.1117 0.0917
C -1.1151 -0.5609 -0.1813
C -1.9692 0.5916 0.5309
C 2.8560 2.0348 -0.4600
N -1.5838 1.9336 0.2904
N 0.9503 0.8019 0.1160
O 2.1386 1.1418 0.4469
Cl -3.6669 0.3911 -0.1310
H -0.1180 3.4226 0.1282
H 2.0046 -1.7819 -0.1309
H 0.9478 -1.8600 1.3589
H 0.1802 -2.8632 -1.4469
H 0.2108 -3.6203 0.0924
H -2.0696 -2.4680 -0.6842
H -1.7009 -2.2872 1.0242
H -1.3328 -0.4076 -1.2163
H -2.2164 0.4775 1.5599
H 2.3137 2.5414 -1.2402
H 3.7404 1.3795 -0.7720
H 3.1894 2.8652 0.1688
H -2.4196 2.6993 0.1478
```


No. 7
Computed, not measured: a molecular structure, C8H13ClO4Ti at a distorted geometry, with wB97M-V/def2-TZVPD.

total charge	0
<S²>	2.009
gap between HOMO and LUMO (spin up / spin down)	7.919 / 8.358	eV
DFT total energy	-1922.82352	hartree
multiplicity	3
HOMO level (spin up / spin down)	-8.0 / -9.9	eV

The geometry in XYZ format:
```
27
C8H13ClO4Ti | the Open Molecules 2025 dataset | wB97M-V/def2-TZVPD
C -2.0012 -0.7492 -0.3877
C 1.1965 -0.3750 -0.1682
C -0.9686 0.2498 -1.0322
H -2.6194 -0.2388 0.4514
C 1.1336 1.0644 -0.4657
H 2.3166 -0.5052 0.0509
H -0.4673 -0.1341 -1.9367
H 2.0506 1.7145 -0.3181
C -1.3329 1.6231 -1.3715
H -1.9508 2.2290 -0.6338
H -1.7785 2.0036 -2.3179
C -0.9866 -1.8710 0.0880
H -1.2982 -2.9020 -0.2575
H -0.9845 -1.8703 1.2117
C 0.4802 -1.6628 -0.3704
H 0.6597 -1.9543 -1.4142
H 1.0975 -2.3236 0.2087
C 0.2870 2.0358 -1.3080
H 0.7256 2.2057 -2.2885
H 0.1961 3.0517 -0.8756
Ti 0.7800 0.8538 1.3487
H -2.6163 -1.1905 -1.1234
O 0.1918 -0.7585 2.8629
Cl 1.6725 -0.9054 3.2918
O 2.3178 -2.0952 2.6613
O 2.3040 0.4350 2.6374
O -0.4052 2.0695 1.4569
```


No. 8
Computed, not measured: a molecular structure, C8H13F6Ni2O7 at a distorted geometry, with wB97M-V/def2-TZVPD.

total charge	+1
<S²>	6.007
gap between HOMO and LUMO (spin up / spin down)	8.616 / 8.493	eV
DFT total energy	-4454.87071	hartree
multiplicity	5
HOMO level (spin up / spin down)	-13.5 / -13.5	eV

The geometry in XYZ format:
```
36
C8H13F6Ni2O7 | the Open Molecules 2025 dataset | wB97M-V/def2-TZVPD
Ni -0.5418 -2.3716 2.7927
Ni 1.2929 -4.2170 2.4519
O 0.4615 -2.8270 1.1860
H 0.7173 -2.7166 0.2725
O 1.3640 -2.5655 3.6376
H 2.0361 -2.5396 4.3177
O -0.5466 -4.3466 3.0766
H -0.9021 -5.2297 3.1644
C 3.4955 0.5434 1.5169
C 2.2083 0.0357 2.1608
O 1.2180 1.0625 2.0107
C -0.0251 0.7626 2.1803
O -0.5091 -0.2845 2.5598
C -0.8892 2.0236 2.1225
F -0.5908 2.7836 3.1686
F -0.6843 2.7090 1.0216
F -2.1913 1.7162 2.2174
H 3.6992 1.5276 1.9353
H 3.2973 0.6905 0.4553
H 4.2597 -0.2122 1.6770
H 2.2799 -0.1498 3.2348
H 1.9041 -0.9218 1.7353
C -3.0727 1.6570 -4.8132
C -1.7495 2.2035 -4.2084
O -1.3260 1.5506 -3.0310
C -0.6924 0.3902 -3.1453
O -0.3243 -0.1072 -4.1614
C -0.3930 -0.2662 -1.7723
F 0.8884 0.0550 -1.5085
F -1.0818 0.2937 -0.7756
F -0.5417 -1.5752 -1.8236
H -3.8403 2.1207 -4.1939
H -3.1561 0.5748 -4.7693
H -3.1696 2.0731 -5.8134
H -1.9691 3.2433 -3.9639
H -0.9256 2.3139 -4.9162
```


No. 9
Computed, not measured: 2 unconnected molecules or ions with the total composition C8H13I2N4 at a distorted geometry, with wB97M-V/def2-TZVPD.

total charge	+1
gap between HOMO and LUMO	7.783	eV
DFT total energy	-1126.67744	hartree
HOMO level	-12.4	eV

The geometry in XYZ format:
```
27
C8H13I2N4 | the Open Molecules 2025 dataset | wB97M-V/def2-TZVPD
C 0.1761 0.9116 0.2243
C 1.6783 -1.8868 -0.3536
C -0.6641 -1.3997 -1.0841
C -1.3311 -0.8432 0.2943
C -0.4089 -0.0045 -1.7875
C -1.4708 -2.3354 -1.8780
C 0.0550 2.2541 2.4524
C 0.9165 1.7925 1.1962
N 0.5367 -1.8829 -0.5963
N -0.7369 0.1321 0.8371
N -2.4724 -1.4330 0.7006
N 0.3862 0.8708 -1.0475
I 3.5151 -2.0428 0.4267
I 4.6257 1.7740 -0.3874
H -0.0754 -0.3394 -2.6957
H -1.2854 0.5998 -2.0360
H -1.3319 -3.3250 -1.7068
H -1.3284 -2.2944 -2.8876
H -2.4869 -2.2918 -1.8581
H -0.6003 3.0411 2.1403
H 0.6059 2.7359 3.3001
H -0.3766 1.4483 2.9741
H 1.7068 1.2473 1.7794
H 1.3734 2.5265 0.5888
H -2.8311 -0.8661 1.4902
H -3.1591 -1.6717 0.0180
H 4.9836 3.2828 -0.1038
```


Copy entry 9 word for word.
Computed, not measured: 2 unconnected molecules or ions with the total composition C8H13I2N4 at a distorted geometry, with wB97M-V/def2-TZVPD.

total charge	+1
gap between HOMO and LUMO	7.783	eV
DFT total energy	-1126.67744	hartree
HOMO level	-12.4	eV

The geometry in XYZ format:
```
27
C8H13I2N4 | the Open Molecules 2025 dataset | wB97M-V/def2-TZVPD
C 0.1761 0.9116 0.2243
C 1.6783 -1.8868 -0.3536
C -0.6641 -1.3997 -1.0841
C -1.3311 -0.8432 0.2943
C -0.4089 -0.0045 -1.7875
C -1.4708 -2.3354 -1.8780
C 0.0550 2.2541 2.4524
C 0.9165 1.7925 1.1962
N 0.5367 -1.8829 -0.5963
N -0.7369 0.1321 0.8371
N -2.4724 -1.4330 0.7006
N 0.3862 0.8708 -1.0475
I 3.5151 -2.0428 0.4267
I 4.6257 1.7740 -0.3874
H -0.0754 -0.3394 -2.6957
H -1.2854 0.5998 -2.0360
H -1.3319 -3.3250 -1.7068
H -1.3284 -2.2944 -2.8876
H -2.4869 -2.2918 -1.8581
H -0.6003 3.0411 2.1403
H 0.6059 2.7359 3.3001
H -0.3766 1.4483 2.9741
H 1.7068 1.2473 1.7794
H 1.3734 2.5265 0.5888
H -2.8311 -0.8661 1.4902
H -3.1591 -1.6717 0.0180
H 4.9836 3.2828 -0.1038
```


- DFT total energy of number 7 (C8H13ClO4Ti)?
  -1922.82352 hartree


- What is the DFT total energy in the eighth record?
  -4454.87071 hartree


Copy entry 3 word for word.
Computed, not measured: a molecular structure, C8H13Cl2N at a distorted geometry, with wB97M-V/def2-TZVPD.

total charge	0
gap between HOMO and LUMO	9.649	eV
DFT total energy	-1287.62158	hartree
HOMO level	-9.0	eV

The geometry in XYZ format:
```
24
C8H13Cl2N | the Open Molecules 2025 dataset | wB97M-V/def2-TZVPD
C 2.9325 -0.2330 0.7763
C 1.9312 0.2735 0.0971
C -1.7062 0.3638 -1.0873
C -1.0840 -1.0271 -0.9398
C -0.6152 1.2243 -0.2651
C -0.5449 -1.0463 0.5174
C -1.1699 2.4430 0.4086
C 0.4276 -2.1576 0.7301
N 0.0526 0.3357 0.6531
Cl 4.5518 -0.1565 0.1689
Cl 2.1206 1.0228 -1.3964
H 2.9109 -0.8235 1.6969
H -1.8698 0.8185 -2.2081
H -2.5518 0.4568 -0.4111
H -1.7889 -1.8729 -1.0959
H -0.1713 -0.9658 -1.5749
H 0.0833 1.5742 -1.0002
H -1.4085 -1.1128 1.1583
H -1.9473 2.0216 1.0931
H -1.7661 2.9886 -0.3592
H -0.2632 3.0177 0.7490
H 1.1358 -1.8236 1.6004
H 0.9207 -2.3232 -0.2092
H -0.1799 -2.9982 0.8980
```